Entry 1:
# C31H45Cl2N2OPTi

A structure of composition C31H45Cl2N2OPTi (wB97M-V/def2-TZVPD, OMol25).

## Properties
* max |F|: 2.84 eV/Å
* 2S+1: 2
* frontier orbital gap (alpha / beta): 5.18 / 6.17 eV
* energy: -95359.3820 eV
* charge: -1
* expectation value of S²: 0.904

Each line ends with the Löwdin charge.
Geometry (Å):
P  0.05  -0.72  -1.59  1.102
C  1.64  -0.09  -2.42  -0.449
C  1.93  -0.45  -3.88  -0.214
C  3.35  -0.01  -4.26  -0.205
C  3.59  1.48  -3.99  -0.212
C  3.24  1.87  -2.55  -0.201
C  1.82  1.42  -2.18  -0.222
C  -1.38  0.17  -2.44  -0.450
C  -1.33  0.35  -3.96  -0.214
C  -2.66  0.93  -4.46  -0.206
C  -3.02  2.24  -3.76  -0.212
C  -2.99  2.11  -2.23  -0.200
C  -1.66  1.51  -1.74  -0.224
C  -0.09  -2.41  -2.38  -0.485
C  1.11  -3.29  -1.95  -0.221
C  1.01  -4.71  -2.52  -0.208
C  -0.32  -5.38  -2.16  -0.214
C  -1.51  -4.52  -2.57  -0.208
C  -1.42  -3.09  -2.01  -0.215
H  2.39  -0.61  -1.79  0.103
H  1.20  0.04  -4.54  0.095
H  1.83  -1.53  -4.05  0.093
H  3.54  -0.24  -5.31  0.103
H  4.06  -0.59  -3.66  0.113
H  4.64  1.73  -4.20  0.102
H  2.98  2.08  -4.68  0.110
H  3.95  1.38  -1.86  0.115
H  3.33  2.95  -2.41  0.106
H  1.62  1.66  -1.12  0.094
H  1.09  1.98  -2.79  0.099
H  -2.24  -0.50  -2.22  0.096
H  -3.46  0.20  -4.26  0.111
H  -1.13  -0.61  -4.46  0.103
H  -0.51  1.04  -4.22  0.098
H  -2.62  1.08  -5.54  0.103
H  -4.01  2.58  -4.08  0.102
H  -2.31  3.02  -4.06  0.110
H  -3.15  3.09  -1.76  0.108
H  -3.81  1.46  -1.91  0.114
H  -1.69  1.37  -0.65  0.070
H  -0.84  2.22  -1.95  0.098
H  -0.06  -2.26  -3.48  0.095
H  2.06  -2.83  -2.27  0.095
H  1.13  -3.33  -0.86  0.120
H  1.11  -4.67  -3.61  0.110
H  1.85  -5.30  -2.14  0.105
H  -0.35  -5.55  -1.07  0.113
H  -0.38  -6.37  -2.63  0.102
H  -2.45  -4.98  -2.24  0.104
H  -1.55  -4.47  -3.67  0.110
H  -2.27  -2.51  -2.39  0.096
H  -1.52  -3.12  -0.92  0.117
Ti  -0.01  0.22  2.87  0.239
Cl  -1.77  -0.39  1.70  0.003
Cl  1.94  0.23  1.82  -0.001
C  -0.38  1.88  3.82  -0.225
H  -0.68  1.82  4.88  0.035
C  -0.51  3.17  3.21  -0.342
C  -1.22  4.22  3.87  -0.069
C  -1.36  5.47  3.28  -0.123
C  -0.78  5.73  2.02  -0.133
C  -0.07  4.72  1.36  -0.116
C  0.07  3.46  1.94  -0.075
H  -1.67  4.01  4.85  0.101
H  -1.91  6.25  3.80  0.089
H  0.38  4.92  0.39  0.091
H  0.65  2.67  1.44  0.051
H  -0.89  6.71  1.57  0.081
N  1.12  -1.67  9.57  0.136
C  0.07  -2.03  8.77  -0.524
O  -0.86  -2.70  9.19  0.002
C  0.13  -1.56  7.35  -0.178
C  1.22  -0.88  6.77  -0.044
C  1.17  -0.49  5.44  -0.161
N  0.11  -0.81  4.64  -0.164
C  -0.97  -1.45  5.19  -0.143
C  -0.96  -1.84  6.52  -0.033
H  1.08  -1.94  10.54  0.095
H  1.87  -1.06  9.27  0.072
H  2.11  -0.61  7.34  0.092
H  1.97  0.10  4.99  0.092
H  -1.83  -1.61  4.54  0.088
H  -1.83  -2.37  6.91  0.109


Entry 2:
# C42H89FN12O12

A cluster of 13 separate species, C42H89FN12O12 in total (wB97M-V/def2-TZVPD, OMol25).

## Properties
* max |F|: 4.83 eV/Å
* frontier orbital gap: 9.06 eV
* energy: -90165.7206 eV
* charge: 0

Each line ends with the Löwdin charge.
Geometry (Å):
F  0.90  5.45  16.90  0.019
C  2.04  4.78  16.49  -0.277
C  3.06  4.54  17.38  -0.014
C  4.24  4.00  16.88  -0.071
C  4.35  3.69  15.51  -0.089
C  3.26  3.87  14.70  -0.080
C  2.05  4.40  15.19  -0.019
H  3.01  4.83  18.42  0.084
H  5.11  3.77  17.48  0.093
H  5.29  3.35  15.09  0.104
H  3.30  3.60  13.66  0.100
H  1.22  4.53  14.52  0.116
C  5.44  9.73  21.16  -0.317
O  6.45  9.48  21.80  -0.009
N  4.62  10.84  21.29  -0.195
C  3.35  10.88  20.56  -0.050
C  4.96  12.01  22.03  -0.054
H  5.09  9.00  20.41  0.118
H  3.23  9.89  20.09  0.063
H  3.31  11.60  19.73  0.095
H  2.61  11.14  21.30  0.089
H  5.32  12.81  21.37  0.098
H  4.07  12.35  22.57  0.088
H  5.74  11.76  22.75  0.087
C  11.64  3.94  20.25  -0.341
O  10.79  4.48  20.99  -0.066
N  11.38  2.92  19.48  -0.168
C  12.42  2.13  18.79  -0.027
C  10.00  2.49  19.25  -0.015
H  12.68  4.30  20.24  0.149
H  12.42  2.29  17.71  0.088
H  12.26  1.06  18.93  0.092
H  13.35  2.44  19.27  0.089
H  9.40  3.30  19.68  0.062
H  9.78  2.31  18.21  0.093
H  9.81  1.55  19.78  0.090
C  7.64  -0.55  24.53  -0.386
O  7.46  -1.47  23.81  0.070
N  7.41  0.77  24.28  -0.171
C  7.06  1.19  22.91  -0.046
C  7.90  1.82  25.15  -0.074
H  8.06  -0.62  25.56  0.130
H  6.40  0.43  22.49  0.102
H  7.94  1.31  22.29  0.060
H  6.43  2.08  22.91  0.055
H  8.18  1.34  26.09  0.086
H  8.71  2.40  24.70  0.056
H  7.10  2.54  25.31  0.086
C  13.17  0.57  21.99  -0.371
O  14.12  -0.09  21.86  0.071
N  11.92  0.17  22.50  -0.185
C  10.83  1.13  22.75  -0.046
C  11.64  -1.21  22.80  -0.056
H  13.12  1.65  21.76  0.110
H  10.80  1.36  23.81  0.074
H  9.96  0.71  22.24  0.077
H  11.13  2.08  22.28  0.072
H  11.06  -1.70  22.00  0.091
H  12.59  -1.74  22.82  0.087
H  11.01  -1.23  23.69  0.083
C  1.85  6.92  20.30  -0.338
O  2.98  6.52  20.11  -0.043
N  1.19  7.83  19.54  -0.174
C  -0.14  8.32  19.95  -0.021
C  1.70  8.23  18.26  -0.046
H  1.36  6.50  21.20  0.126
H  -0.48  7.83  20.87  0.083
H  -0.84  8.05  19.16  0.090
H  -0.05  9.38  20.17  0.083
H  2.04  9.28  18.27  0.075
H  2.53  7.56  18.01  0.083
H  0.87  8.15  17.56  0.091
C  7.82  5.46  17.33  -0.348
O  7.03  5.28  16.44  0.026
N  7.67  6.30  18.37  -0.180
C  8.74  6.62  19.29  -0.049
C  6.50  7.17  18.43  -0.030
H  8.77  4.88  17.38  0.137
H  9.29  5.73  19.58  0.067
H  8.31  7.11  20.17  0.061
H  9.39  7.35  18.80  0.094
H  6.77  8.16  18.09  0.098
H  5.71  6.71  17.84  0.092
H  6.24  7.25  19.48  0.049
C  1.08  7.07  24.24  -0.338
O  0.30  7.54  23.46  0.019
N  2.41  7.36  24.22  -0.175
C  3.26  6.97  25.31  -0.066
C  2.92  8.27  23.21  -0.038
H  0.83  6.35  25.04  0.137
H  4.15  6.43  24.99  0.074
H  2.62  6.40  25.99  0.088
H  3.72  7.82  25.83  0.076
H  3.65  7.77  22.56  0.076
H  2.04  8.62  22.66  0.084
H  3.46  9.11  23.66  0.086
C  12.20  9.51  22.80  -0.395
O  13.36  9.68  22.68  0.048
N  11.40  8.68  22.08  -0.184
C  9.98  8.64  22.22  -0.071
C  12.02  7.73  21.12  -0.004
H  11.63  10.04  23.57  0.129
H  9.59  7.62  22.21  0.071
H  9.53  9.21  21.42  0.088
H  9.72  9.06  23.20  0.084
H  12.33  6.83  21.64  0.072
H  11.25  7.55  20.37  0.068
H  12.86  8.25  20.63  0.092
C  6.19  8.74  28.01  -0.311
O  6.49  8.07  28.96  0.037
N  6.39  8.36  26.66  -0.220
C  6.09  9.29  25.64  -0.092
C  7.02  7.09  26.41  -0.052
H  5.69  9.73  28.03  0.134
H  5.65  8.73  24.83  0.062
H  7.00  9.85  25.40  0.096
H  5.28  9.94  26.00  0.090
H  8.12  7.12  26.34  0.090
H  6.72  6.34  27.15  0.091
H  6.62  6.75  25.45  0.062
C  12.55  3.08  24.82  -0.347
O  13.32  3.11  23.89  0.019
N  11.54  3.96  24.98  -0.181
C  10.66  4.01  26.16  -0.052
C  11.24  4.97  24.02  -0.053
H  12.63  2.32  25.61  0.139
H  10.77  4.95  26.69  0.086
H  10.87  3.15  26.81  0.093
H  9.61  4.00  25.88  0.061
H  10.28  4.85  23.53  0.061
H  11.23  5.94  24.54  0.097
H  12.03  4.94  23.27  0.079
C  1.51  3.49  21.97  -0.366
O  0.39  3.88  22.09  0.036
N  2.35  3.20  22.98  -0.188
C  3.76  2.90  22.74  -0.046
C  2.00  3.34  24.37  -0.047
H  1.93  3.29  20.97  0.136
H  3.92  2.94  21.65  0.084
H  4.14  2.01  23.25  0.087
H  4.29  3.81  23.09  0.085
H  2.43  4.27  24.74  0.070
H  0.92  3.40  24.51  0.091
H  2.31  2.46  24.93  0.093
C  6.15  4.09  20.49  -0.315
O  6.46  2.98  20.08  0.008
N  6.67  4.71  21.62  -0.169
C  6.30  6.04  21.94  -0.084
C  7.87  4.21  22.27  -0.057
H  5.40  4.70  19.97  0.127
H  7.10  6.77  21.82  0.067
H  6.00  6.01  22.99  0.076
H  5.46  6.34  21.32  0.068
H  7.61  4.12  23.33  0.082
H  8.21  3.28  21.83  0.064
H  8.70  4.91  22.20  0.060


Entry 3:
# C3H7NO2

A cluster of 2 separate species, C3H7NO2 in total (wB97M-V/def2-TZVPD, OMol25).

## Properties
* max |F|: 0.55 eV/Å
* frontier orbital gap: 11.14 eV
* energy: -8807.8276 eV
* charge: 0
* SMILES: [H]/N=C/O.C1CO1

Each line ends with the Löwdin charge.
Geometry (Å):
O  -1.02  0.15  0.74  -0.132
C  -1.90  -0.74  0.08  -0.132
C  -1.28  0.37  -0.65  -0.148
N  1.47  0.82  -0.52  0.078
C  2.08  0.11  0.34  -0.350
O  1.48  -0.58  1.31  0.027
H  0.51  -0.40  1.24  0.068
H  -2.93  -0.72  0.44  0.108
H  -1.48  -1.74  -0.07  0.114
H  -1.79  1.32  -0.82  0.114
H  -0.44  0.17  -1.29  0.077
H  2.11  1.25  -1.18  0.053
H  3.16  -0.03  0.41  0.123


Entry 4:
# C3H6Cl6

A cluster of 3 separate species, C3H6Cl6 in total (wB97M-V/def2-TZVPD, OMol25).

## Properties
* max |F|: 0.49 eV/Å
* frontier orbital gap: 11.42 eV
* energy: -78342.8021 eV
* charge: 0
* SMILES: ClCCl.ClCCl.ClCCl

Each line ends with the Löwdin charge.
Geometry (Å):
C  -9.92  -14.30  35.50  -1.089
Cl  -11.23  -15.40  35.09  0.509
Cl  -9.10  -14.76  36.99  0.510
H  -9.19  -14.31  34.70  -0.001
H  -10.32  -13.30  35.64  0.017
C  -10.43  -13.07  27.39  -1.028
Cl  -11.77  -12.44  28.34  0.527
Cl  -10.94  -14.33  26.24  0.503
H  -9.99  -12.26  26.83  0.023
H  -9.71  -13.51  28.06  0.024
C  -10.54  -11.04  31.73  -1.035
Cl  -11.25  -9.96  32.92  0.517
Cl  -10.22  -12.65  32.41  0.517
H  -11.16  -11.14  30.85  -0.019
H  -9.58  -10.63  31.42  0.024


Entry 5:
# C4H3O2S

A cluster of 2 separate species, C4H3O2S in total (wB97M-V/def2-TZVPD, OMol25).

## Properties
* max |F|: 3.30 eV/Å
* frontier orbital gap: 6.15 eV
* energy: -19126.0373 eV
* charge: -1

Each line ends with the Löwdin charge.
Geometry (Å):
C  0.00  1.34  -0.30  -1.035
C  -1.08  -2.07  -0.19  -0.523
C  0.78  0.73  0.78  -0.225
C  0.37  0.09  -0.59  -0.158
O  -2.06  -1.62  0.21  0.187
O  -0.17  -2.67  -0.48  0.178
S  -0.56  2.83  -0.65  0.371
H  1.75  1.17  0.98  0.053
H  0.12  0.62  1.69  0.074
H  0.86  -0.41  -1.45  0.080


ΔE to the lowest compared entry with this formula, charge and spin list, top to bottom, in kcal/mol: 0.0; 0.0; 62.3; 2.5; 26.2